C39H56Ge3O4STi | ωB97M-V/def2-TZVPD

Structure (XYZ):
```
104
Properties=species:S:1:pos:R:3:forces:R:3:lowdin_charge:R:1
Ti -0.628 -0.453 1.430 0.0 0.1 -0.7 1.05
C -1.236 3.193 2.319 0.0 0.0 0.0 0.00
C -0.097 2.307 2.780 -0.1 0.0 0.0 -0.60
C 1.103 2.378 1.863 0.0 0.0 0.0 -0.02
C 0.274 2.548 4.230 0.0 0.0 0.0 -0.03
O -0.632 0.907 2.706 0.1 0.0 0.2 -0.42
Ge -0.240 -0.679 4.030 0.0 0.1 0.0 1.30
O 0.823 -1.183 2.380 0.0 -0.1 0.0 -0.43
C 1.962 -2.157 2.406 0.0 0.0 0.0 -0.60
C 2.115 -2.661 0.988 0.0 0.0 0.0 -0.01
C 3.169 -1.373 2.874 0.0 0.0 0.0 0.00
C 1.567 -3.264 3.366 0.0 0.0 0.0 -0.03
O -1.619 -1.423 2.806 0.1 0.1 0.1 -0.43
C -3.085 -1.371 3.090 0.0 0.0 0.0 -0.61
C -3.677 -0.414 2.070 0.0 0.0 0.0 -0.02
C -3.263 -0.863 4.508 0.0 0.0 0.0 -0.04
C -3.587 -2.786 2.913 0.0 0.0 0.0 0.01
H -0.918 4.236 2.344 0.0 0.0 0.0 0.11
H -1.519 2.953 1.292 0.0 0.0 0.0 0.08
H -2.107 3.086 2.967 0.0 0.0 0.0 0.10
H 1.530 3.381 1.878 0.0 0.0 0.0 0.11
H 1.886 1.687 2.182 0.0 0.0 0.0 0.09
H 0.831 2.149 0.828 0.0 0.0 0.0 0.08
H 0.624 3.574 4.348 0.0 0.0 0.0 0.11
H -0.584 2.411 4.890 0.0 0.0 0.0 0.10
H 1.092 1.894 4.545 0.0 0.0 0.0 0.08
H 2.323 -1.831 0.312 0.0 0.0 0.0 0.04
H 2.956 -3.353 0.936 0.0 0.0 0.0 0.12
H 1.218 -3.197 0.669 0.0 0.0 0.0 0.09
H 3.388 -0.563 2.180 0.0 0.0 0.0 0.06
H 3.009 -0.958 3.872 0.0 0.0 0.0 0.10
H 4.037 -2.031 2.923 0.0 0.0 0.0 0.11
H 0.626 -3.729 3.065 0.0 0.0 0.0 0.10
H 2.338 -4.035 3.366 0.0 0.0 0.0 0.11
H 1.488 -2.902 4.395 0.0 0.0 0.0 0.08
H -3.303 0.603 2.216 0.0 0.0 0.0 0.08
H -3.460 -0.760 1.054 0.0 0.0 0.0 0.06
H -4.763 -0.378 2.163 0.0 0.0 0.0 0.12
H -2.865 0.151 4.625 0.0 0.0 0.0 0.08
H -4.325 -0.815 4.749 0.0 0.0 0.0 0.12
H -2.798 -1.534 5.233 0.0 0.0 0.0 0.09
H -3.367 -3.144 1.907 0.0 0.0 0.0 0.07
H -3.124 -3.456 3.638 0.0 0.0 0.0 0.10
H -4.667 -2.815 3.060 0.0 0.0 0.0 0.11
C -1.698 2.553 -2.767 0.0 0.0 0.0 -0.23
Ge -3.047 1.191 -2.403 0.0 0.0 0.0 0.73
C -4.100 1.677 -0.829 0.0 0.0 0.0 -0.23
C -4.188 0.817 -3.936 0.0 0.0 0.0 -0.23
Ge -1.718 -0.790 -1.844 0.1 0.2 0.0 0.95
C -0.242 -1.191 -3.012 0.0 0.0 0.0 -0.31
C 0.938 -1.784 -2.567 0.0 0.0 0.0 -0.12
C 1.957 -2.078 -3.458 0.0 0.0 0.0 -0.06
C 1.800 -1.790 -4.808 0.0 0.0 0.0 -0.05
C 0.628 -1.207 -5.265 0.0 0.0 0.0 -0.06
C -0.388 -0.905 -4.369 0.0 0.0 0.0 -0.11
C -2.550 -2.381 -1.098 0.0 0.0 0.0 -0.33
C -3.941 -2.490 -1.057 0.0 0.0 0.0 -0.12
C -4.544 -3.676 -0.659 0.0 0.0 0.0 -0.06
C -3.762 -4.760 -0.284 0.0 0.0 0.0 -0.07
C -2.376 -4.662 -0.310 0.0 0.0 0.0 -0.07
C -1.773 -3.482 -0.726 0.0 0.0 0.0 -0.11
H -2.177 3.524 -2.893 0.0 0.0 0.0 0.04
H -1.149 2.316 -3.678 0.0 0.0 0.0 0.02
H -0.991 2.622 -1.940 0.0 0.0 0.0 0.01
H -4.673 2.577 -1.052 0.0 0.0 0.0 0.04
H -3.453 1.892 0.023 0.0 0.0 0.0 0.00
H -4.802 0.889 -0.555 0.0 0.0 0.0 0.02
H -4.743 1.719 -4.194 0.0 0.0 0.0 0.03
H -4.904 0.027 -3.710 0.0 0.0 0.0 0.02
H -3.602 0.518 -4.803 0.0 0.0 0.0 0.02
H 1.077 -2.000 -1.514 0.0 0.0 0.0 0.06
H 2.877 -2.524 -3.104 0.0 0.0 0.0 0.12
H 2.597 -2.016 -5.503 0.0 0.0 0.0 0.12
H 0.508 -0.983 -6.316 0.0 0.0 0.0 0.12
H -1.298 -0.441 -4.738 0.0 0.0 0.0 0.09
H -4.563 -1.656 -1.364 0.0 0.0 0.0 0.09
H -5.623 -3.760 -0.654 0.0 0.0 0.0 0.12
H -4.232 -5.688 0.014 0.0 0.0 0.0 0.12
H -1.768 -5.516 -0.041 0.0 0.0 0.0 0.11
H -0.693 -3.444 -0.820 0.0 0.0 0.0 0.09
O -0.759 -0.161 -0.237 -0.2 -0.3 0.5 -0.46
S 3.049 0.634 -0.810 0.0 0.0 0.0 0.97
C 3.877 1.979 0.015 0.0 0.0 0.0 -0.53
C 3.604 3.307 -0.299 0.0 0.0 0.0 -0.10
C 4.216 4.324 0.418 0.0 0.0 0.0 -0.07
C 5.083 4.025 1.462 0.0 0.0 0.0 -0.07
C 5.360 2.701 1.768 0.0 0.0 0.0 -0.07
C 4.771 1.678 1.037 0.0 0.0 0.0 -0.12
C 3.127 1.164 -2.507 0.0 0.0 0.0 -0.53
C 2.034 1.792 -3.091 0.0 -0.1 0.0 -0.12
C 2.109 2.222 -4.408 0.0 0.0 0.0 -0.07
C 3.273 2.022 -5.138 0.0 0.0 0.0 -0.06
C 4.360 1.387 -4.554 0.0 0.0 0.0 -0.06
C 4.290 0.955 -3.238 0.0 0.0 0.0 -0.09
H 2.929 3.545 -1.112 0.0 0.0 0.0 0.11
H 4.017 5.355 0.157 0.0 0.0 0.0 0.11
H 5.559 4.822 2.017 0.0 0.0 0.0 0.11
H 6.062 2.462 2.557 0.0 0.0 0.0 0.11
H 5.032 0.647 1.237 0.0 0.0 0.0 0.09
H 1.132 1.938 -2.512 0.0 0.0 0.0 0.08
H 1.262 2.717 -4.865 0.0 0.0 0.0 0.11
H 3.334 2.364 -6.163 0.0 0.0 0.0 0.11
H 5.267 1.231 -5.123 0.0 0.0 0.0 0.11
H 5.136 0.462 -2.775 0.0 0.0 0.0 0.11
```
Forces are in eV/Å.

Its spin multiplicity is 1. The value obtained for the electronic energy is -253031.6652 eV. The value obtained for the HOMO energy is -0.4630 Ha. The gap between HOMO and LUMO is 5.82 eV. As for the total charge: +2.

C15H18ClF2NO2PS | ωB97M-V/def2-TZVPD

Structure (XYZ):
```
41
Properties=species:S:1:pos:R:3:forces:R:3:lowdin_charge:R:1
O 0.841 1.201 -0.263 1.2 1.5 0.3 -0.28
P 1.607 2.681 0.125 -1.5 2.3 -1.3 0.13
O 2.668 2.947 -1.181 -1.5 -0.2 1.2 -0.30
S 2.726 2.527 1.721 0.2 -0.8 0.3 0.12
N 0.496 3.945 0.107 2.0 -3.2 -0.2 -0.28
C -0.658 3.660 0.978 -0.3 1.0 -0.8 -0.39
C -1.958 3.597 0.061 0.0 -0.2 0.7 -0.29
C -2.516 2.149 -0.145 0.0 1.2 -0.4 -0.52
Cl -4.323 2.327 -0.558 0.5 -0.3 0.1 0.45
H 1.503 0.522 -0.062 -0.2 -0.1 0.0 0.01
H 2.360 3.755 -1.615 -0.1 -0.1 0.1 0.03
H -0.808 4.560 1.642 0.1 -0.9 -0.3 0.09
H -0.539 2.761 1.632 -0.3 0.5 -0.4 0.08
H -2.740 4.255 0.521 0.4 -0.8 -0.3 0.08
H -1.691 4.046 -0.927 -0.2 -0.4 0.8 0.10
H -2.064 1.697 -1.052 -0.3 0.0 0.9 0.07
H -2.463 1.509 0.757 0.0 0.4 -0.7 0.07
F 3.532 -1.092 0.146 -0.1 0.0 -0.1 0.06
C 4.564 -1.299 0.979 0.4 0.0 0.4 -0.28
C 4.508 -0.799 2.268 -0.3 0.1 0.2 -0.02
C 5.575 -1.020 3.129 0.1 -0.2 -0.3 -0.08
C 6.689 -1.728 2.689 0.0 0.0 0.1 -0.11
C 6.734 -2.220 1.390 -0.1 0.1 0.2 -0.10
C 5.664 -2.010 0.530 0.0 -0.1 -0.2 -0.02
H 3.636 -0.242 2.589 0.0 0.1 -0.1 0.08
H 5.539 -0.639 4.142 0.0 0.0 -0.1 0.10
H 7.523 -1.895 3.361 0.0 0.0 0.0 0.09
H 7.604 -2.768 1.046 -0.1 0.0 0.0 0.10
H 5.677 -2.393 -0.483 0.0 0.1 0.0 0.11
F -3.305 -3.466 -3.847 0.1 -0.1 -0.1 0.05
C -4.138 -2.985 -2.905 -0.4 0.3 0.4 -0.29
C -4.965 -3.859 -2.223 0.0 -0.2 -0.1 -0.03
C -5.821 -3.363 -1.248 0.1 0.3 -0.1 -0.09
C -5.847 -2.000 -0.975 0.0 -0.1 0.0 -0.10
C -5.014 -1.131 -1.671 -0.1 -0.2 0.0 -0.08
C -4.149 -1.627 -2.639 0.1 0.0 -0.1 -0.01
H -4.936 -4.917 -2.456 0.0 0.0 0.0 0.11
H -6.468 -4.039 -0.702 0.0 0.0 0.0 0.10
H -6.519 -1.614 -0.217 0.0 0.0 0.0 0.10
H -5.038 -0.068 -1.461 0.1 -0.1 0.0 0.04
H -3.487 -0.967 -3.186 0.0 0.0 0.0 0.12
```
Forces are in eV/Å.

Its spin multiplicity is 1. The value obtained for the electronic energy is -59516.9004 eV. The value obtained for the HOMO energy is -0.1376 Ha. The gap between HOMO and LUMO is 6.40 eV. As for the total charge: -1.

C4H15NO2 | ωB97M-V/def2-TZVPD

Structure (XYZ):
```
22
Properties=species:S:1:pos:R:3:forces:R:3:lowdin_charge:R:1
C -1.948 -0.979 -0.066 1.6 0.1 1.5 -0.09
C -1.437 0.267 0.699 -0.8 0.0 1.1 -0.23
C 0.080 0.449 1.001 -1.5 -1.8 0.5 -0.27
N 0.809 0.358 -0.191 2.1 0.7 -2.5 -0.18
C 2.248 0.765 -0.200 -1.0 -0.9 -3.0 -0.09
H -1.384 -1.833 0.393 -0.9 0.2 -0.9 0.08
H -3.002 -1.096 -0.036 -1.2 -0.2 1.5 0.05
H -1.988 -0.967 -1.121 1.7 0.2 -1.5 0.04
H -1.906 1.163 0.346 0.2 0.6 -0.9 0.08
H -1.934 0.238 1.668 0.1 -0.4 0.5 0.10
H 0.266 1.425 1.417 -0.1 0.4 0.3 0.12
H 0.420 -0.348 1.693 -0.4 0.6 0.2 0.10
H 0.867 -0.565 -0.680 -1.0 1.3 1.0 0.11
H 2.699 1.532 0.373 -0.7 1.2 1.1 0.06
H 2.842 -0.107 0.055 0.6 -0.2 -0.3 0.05
H 2.330 1.099 -1.296 0.9 -0.7 1.5 0.11
O -1.297 1.995 -1.795 -1.7 0.3 -3.1 -0.07
H -1.268 1.571 -2.704 0.0 0.8 1.8 0.07
H -0.606 1.597 -1.314 1.8 -1.1 1.0 -0.05
O 1.515 -2.104 0.928 2.2 0.8 0.2 -0.04
H 1.919 -1.831 0.086 -0.3 -0.6 0.6 0.04
H 0.774 -2.630 0.744 -1.5 -1.2 -0.6 0.01
```
Forces are in eV/Å.

Its spin multiplicity is 1. The value obtained for the electronic energy is -9974.5837 eV. The SMILES is CCCNC.O.O. The value obtained for the HOMO energy is -0.3217 Ha. The gap between HOMO and LUMO is 9.36 eV.

C6H8N2S | ωB97M-V/def2-TZVPD

Structure (XYZ):
```
17
Properties=species:S:1:pos:R:3:forces:R:3:lowdin_charge:R:1
C 2.723 -0.557 0.083 1.8 -2.5 -0.2 -0.10
C 2.866 0.810 -0.146 4.3 0.6 1.5 -0.23
C 1.368 -0.667 0.046 0.2 -1.6 -0.2 0.03
C -1.491 -1.467 0.072 -1.1 -0.6 -0.1 -0.03
C -0.572 0.879 -0.377 0.1 -2.6 -0.8 -0.20
C -1.532 -0.073 0.420 0.4 2.9 0.4 -0.70
N 1.755 1.454 -0.258 -1.1 0.9 -0.8 0.08
N 0.817 0.481 -0.245 -1.2 1.9 1.0 -0.17
S -3.164 0.711 -0.033 -0.6 -1.5 0.2 0.73
H 3.531 -1.391 0.119 -1.8 1.9 0.2 0.12
H 3.862 1.329 0.040 -1.6 -0.4 -0.8 0.13
H -2.043 -1.839 -0.797 0.5 0.2 0.1 0.07
H -1.415 -2.107 0.914 0.3 -0.9 0.4 0.05
H -0.715 0.947 -1.461 -0.8 -0.4 0.2 0.13
H -0.803 1.819 -0.005 0.5 2.0 0.9 0.08
H -1.401 0.189 1.545 0.1 -0.9 -1.9 0.13
H -3.785 -0.517 0.083 0.0 1.1 -0.1 -0.11
```
Forces are in eV/Å.

Its spin multiplicity is 3. As for the expectation value of S²: 2.0116. The value obtained for the electronic energy is -20160.9303 eV. The value obtained for the HOMO energy (spin up / spin down) is -0.3115 / -0.3437 Ha. The gap between HOMO and LUMO (spin up / spin down) is 9.31 / 7.49 eV.

The energy relative to the best compared isomer or geometry (same formula, charge and spin) results, record by record, are as follows: 0.6; 18.7; 57.7; 61.2 kcal per mole.